1.
{"formula": "C13H21BGeN6Pd", "method": "wB97M-V/def2-TZVPD", "total_charge": 2, "multiplicity": 5, "gap_ha": [0.3344, 0.1498], "s2": 6.02, "elements": ["Pd", "Ge", "N", "N", "N", "N", "N", "N", "C", "C", "C", "C", "C", "C", "C", "C", "C", "C", "C", "C", "C", "B", "H", "H", "H", "H", "H", "H", "H", "H", "H", "H", "H", "H", "H", "H", "H", "H", "H", "H", "H", "H", "H"], "coordinates": [[0.128, 0.209, -0.157], [-0.211, 2.907, -2.004], [1.372, -2.348, 0.775], [1.589, -1.402, -0.161], [0.148, 0.101, 2.128], [0.132, -1.160, 2.598], [-1.369, -1.400, -0.138], [-1.128, -2.351, 0.789], [0.135, -1.130, 3.931], [-3.031, -2.874, -0.209], [-0.257, 4.908, -2.010], [0.156, 0.199, 4.343], [-2.516, -1.696, -0.745], [-1.942, 2.068, -2.559], [2.739, -1.674, -0.773], [2.375, -3.228, 0.748], [0.164, 0.939, 3.157], [-2.112, -3.252, 0.761], [1.237, 1.908, -3.004], [3.281, -2.837, -0.230], [0.180, 2.368, -0.121], [0.127, -2.401, 1.684], [1.130, 2.095, -4.071], [0.134, -3.382, 2.324], [-0.461, 5.252, -3.021], [-3.929, -3.384, -0.494], [1.122, 0.833, -2.810], [-2.931, -1.086, -1.526], [0.121, -2.033, 4.508], [-2.725, 2.382, -1.872], [-0.609, 2.678, 0.571], [0.165, 0.576, 5.345], [2.220, 2.243, -2.677], [3.135, -1.060, -1.562], [-2.122, -4.099, 1.419], [0.697, 5.303, -1.665], [2.410, -4.071, 1.409], [-1.049, 5.247, -1.345], [0.182, 2.005, 3.025], [-1.827, 0.982, -2.524], [4.190, -3.326, -0.512], [1.179, 2.637, 0.240], [-2.230, 2.358, -3.564]]}

=====

2.
{"formula": "C14H34Cl2O6", "method": "wB97M-V/def2-TZVPD", "gap_ha": 0.3707, "smiles": "COCCOC.COCCOC.COCCOC.ClCCCl", "elements": ["Cl", "Cl", "O", "O", "O", "O", "O", "O", "C", "C", "C", "C", "C", "C", "C", "C", "C", "C", "C", "C", "C", "C", "H", "H", "H", "H", "H", "H", "H", "H", "H", "H", "H", "H", "H", "H", "H", "H", "H", "H", "H", "H", "H", "H", "H", "H", "H", "H", "H", "H", "H", "H", "H", "H", "H", "H"], "coordinates": [[-1.519, -1.845, 20.378], [-2.021, -5.124, 20.803], [-3.639, -4.362, 16.384], [3.361, -0.878, 21.616], [-6.196, 1.619, 20.122], [1.531, -2.613, 23.233], [-1.248, -6.125, 15.698], [-5.598, -1.154, 22.351], [-3.942, -3.155, 15.698], [-5.880, 0.297, 20.574], [1.910, -2.744, 21.892], [-3.083, -2.596, 20.651], [-7.601, 1.998, 20.215], [1.905, -3.733, 24.051], [-1.835, -5.854, 16.984], [3.478, 0.455, 21.267], [-1.516, -7.351, 14.990], [-2.938, -3.796, 21.623], [-2.400, -4.458, 17.039], [-5.799, 0.160, 22.070], [-6.261, -1.555, 23.509], [2.082, -1.365, 21.260], [2.044, -1.382, 20.159], [-3.943, -4.170, 21.843], [-3.195, -3.023, 14.883], [1.668, -3.435, 25.076], [1.300, -4.643, 23.852], [-4.916, 0.021, 20.141], [-1.766, -3.781, 16.450], [-2.470, -4.057, 18.063], [-3.723, -1.876, 21.111], [-3.443, -2.966, 19.686], [-6.042, -2.609, 23.545], [2.836, 1.082, 21.930], [-6.744, 0.506, 22.521], [-4.928, -3.151, 15.234], [-1.056, -5.995, 17.811], [-5.877, -1.092, 24.423], [-5.025, 0.794, 22.538], [2.938, -4.088, 24.013], [1.280, -0.688, 21.598], [2.897, -3.280, 21.804], [-1.059, -8.231, 15.448], [-6.674, -0.412, 20.199], [-7.334, -1.257, 23.422], [3.196, 0.657, 20.227], [-8.104, 1.371, 19.493], [-8.003, 1.855, 21.226], [-3.991, -2.310, 16.393], [-2.466, -3.486, 22.523], [4.539, 0.782, 21.335], [-7.661, 3.081, 19.938], [-1.183, -7.262, 13.970], [-2.590, -6.642, 17.213], [1.120, -3.258, 21.375], [-2.583, -7.483, 14.933]]}

=====

Record-wise max |F| values, in eV/Å: 3.67; 2.19